No. 1
Formula: C2H6N2O
Source: the Open Molecules 2025 dataset
Level of theory: wB97M-V/def2-TZVPD

Geometry as ORCA input:
```
! RIJCOSX wB97M-V def2-TZVPD def2/J DEFGRID3
* xyz 0 1
H -0.120 2.086 0.250
N 0.804 1.658 0.287
C 0.764 0.467 -0.122
N 1.682 -0.425 -0.489
O -0.453 -0.193 -0.605
C -1.365 -0.547 0.436
H 2.536 -0.008 -0.838
H 0.999 -1.108 -1.018
H -2.154 0.207 0.494
H -0.884 -0.622 1.417
H -1.810 -1.514 0.187
*
```

E_LUMO ... 0.89 eV
Energy above the lowest of the compared OMol25 structures with the same formula, charge and spin ... 2.029 eV
SMILES ... [H]/N=C(/N)OC
Kohn-Sham gap ... 0.38577 Eh
Highest occupied orbital energy ... -9.6 eV



No. 2
Formula: C2H6N2O
Source: the Open Molecules 2025 dataset
Level of theory: wB97M-V/def2-TZVPD

Geometry as ORCA input:
```
! RIJCOSX wB97M-V def2-TZVPD def2/J DEFGRID3
* xyz 0 1
N 0.861 0.576 -1.434
C -0.046 -0.247 -0.660
N -0.220 0.396 0.629
C -0.769 -0.238 1.697
O -1.173 -1.371 1.656
H 0.770 0.402 -2.415
H 1.827 0.413 -1.186
H 0.300 -1.274 -0.535
H -1.027 -0.370 -1.127
H 0.234 1.269 0.816
H -0.757 0.444 2.560
*
```

E_LUMO ... 0.91 eV
Energy above the lowest of the compared OMol25 structures with the same formula, charge and spin ... 0.754 eV
SMILES ... NCNC=O
Kohn-Sham gap ... 0.38599 Eh
Highest occupied orbital energy ... -9.6 eV